No. 1
99
Properties=species:S:1:pos:R:3:forces:R:3 method="wB97M-V/def2-TZVPD" e_above_lowest_ev=0.223 e_lumo_ev="-0.53 / -0.55" homo_lumo_gap_ev="5.78 / 5.77"
Au -0.697 0.194 -0.642 0.330 0.359 0.402
S -2.890 1.130 -0.594 0.015 -0.151 0.004
P 1.663 0.182 -1.345 -0.330 -0.243 -0.357
P -1.032 0.177 1.791 -0.103 0.076 -0.071
F -4.466 -3.750 -1.359 -0.004 0.011 0.000
F -7.681 -0.345 -0.943 0.008 -0.006 -0.003
F -7.074 -2.979 -1.305 0.010 0.010 -0.001
F -5.728 1.462 -0.648 0.004 -0.016 0.001
F -2.516 -1.993 -1.053 -0.024 -0.016 0.011
O 1.811 0.517 1.587 0.061 0.172 0.061
N -0.507 -0.335 -2.532 0.313 -0.312 0.137
C -2.342 -1.031 2.131 -0.104 0.024 0.043
C 2.135 -0.534 5.053 0.009 -0.016 0.004
C -2.162 4.360 3.322 -0.003 -0.009 0.011
C -1.582 1.801 2.392 0.085 0.083 -0.058
C 2.887 3.748 -2.897 -0.001 -0.007 0.023
C 3.072 0.323 1.096 0.034 -0.077 -0.061
C -3.767 -1.521 -1.060 -0.011 -0.044 0.051
C -4.659 -1.669 2.324 0.000 -0.018 0.005
C -2.941 0.909 -5.058 -0.046 0.040 -0.001
C 0.802 -0.798 5.338 0.015 0.002 0.007
C -0.166 -0.624 4.364 -0.001 -0.076 -0.019
C 5.554 0.031 -0.022 0.006 -0.012 -0.015
C -1.956 -1.154 -5.732 -0.005 0.039 -0.064
C 0.195 -0.201 3.090 0.002 -0.143 0.043
C -3.691 -0.684 2.188 0.017 -0.017 0.017
C 1.451 -2.557 -1.625 -0.003 -0.024 0.021
C 1.967 -1.393 -2.191 0.081 -0.020 0.001
C 1.999 1.535 -2.514 0.005 0.104 0.076
C -1.318 4.193 2.234 -0.002 0.000 -0.011
C 2.749 -1.481 -3.336 -0.025 0.010 -0.035
C -2.707 3.249 3.951 -0.013 0.021 0.002
C -4.776 -2.459 -1.207 0.027 -0.028 -0.008
C 1.706 2.609 -4.649 -0.015 -0.015 -0.015
C 4.133 1.801 3.869 -0.023 0.019 -0.020
C 1.536 0.054 2.841 -0.046 0.058 0.052
C -2.211 0.896 -3.878 0.180 0.036 -0.046
C 3.003 -2.718 -3.915 -0.008 -0.017 0.003
C 3.959 0.326 3.459 0.041 -0.036 0.006
C -2.951 -3.358 2.323 0.020 -0.005 0.004
C 2.692 2.658 -2.062 -0.018 0.001 -0.014
C -2.833 -0.104 -5.996 0.015 -0.020 0.000
C 3.169 0.242 -0.286 -0.058 0.087 0.156
C 2.396 3.724 -4.193 0.011 0.014 -0.012
C 1.711 -3.789 -2.199 -0.009 0.008 -0.012
C -6.100 -2.075 -1.173 -0.019 0.019 0.009
C -1.215 -1.190 -4.570 -0.097 0.063 0.095
C -1.982 -2.377 2.196 -0.009 -0.011 -0.018
C -4.035 -0.171 -0.870 -0.105 0.096 -0.106
C -2.412 1.974 3.495 0.068 -0.012 0.046
C 4.164 0.214 1.952 -0.001 0.024 -0.023
C -1.031 2.919 1.770 -0.070 0.014 -0.043
C -4.293 -3.004 2.389 -0.024 0.017 -0.004
C 2.485 -3.872 -3.349 0.005 0.009 0.005
C -5.386 0.182 -0.842 0.017 -0.033 -0.029
C 2.534 -0.096 3.796 -0.019 -0.002 -0.042
C 5.411 0.072 1.358 -0.007 -0.014 0.037
C 4.978 -0.531 4.214 0.007 0.026 0.021
C 1.496 1.522 -3.816 0.064 0.006 0.004
C 4.440 0.107 -0.838 -0.006 -0.027 -0.032
C -6.405 -0.737 -0.987 0.012 -0.026 -0.003
C -1.330 -0.164 -3.589 -0.305 -0.006 -0.281
H 4.555 0.046 -1.913 -0.005 0.010 0.008
H -0.937 -2.662 2.138 0.000 0.006 0.002
H 3.084 2.686 -1.053 0.006 0.003 0.000
H 5.995 -0.208 3.997 -0.002 0.002 -0.001
H -0.388 2.791 0.905 0.002 -0.011 0.001
H -1.205 -0.833 4.591 0.001 0.002 -0.013
H -5.704 -1.387 2.363 -0.001 -0.004 0.001
H 3.147 -0.587 -3.799 0.001 0.008 0.010
H -1.850 -1.965 -6.444 -0.006 0.006 -0.008
H 2.678 -4.835 -3.805 0.002 0.002 -0.002
H 3.422 2.438 3.340 -0.001 -0.001 0.001
H 4.883 -1.585 3.949 -0.001 0.000 -0.004
H -0.890 5.055 1.738 -0.002 0.000 0.004
H 6.295 -0.003 1.976 0.001 -0.010 0.000
H 2.552 4.571 -4.848 -0.007 0.002 0.003
H 1.292 -4.684 -1.758 0.005 -0.003 0.000
H -3.410 -0.078 -6.911 -0.007 -0.011 0.005
H -2.396 5.354 3.679 -0.004 -0.002 0.001
H 2.871 -0.659 5.836 -0.002 -0.010 0.000
H -2.831 1.117 4.008 0.006 -0.009 -0.014
H -2.298 1.717 -3.183 -0.003 -0.021 0.050
H 4.848 -0.430 5.290 -0.005 0.002 0.000
H -3.989 0.352 2.097 0.010 0.007 0.006
H 3.964 1.918 4.941 0.004 -0.003 0.002
H 0.520 -1.134 6.327 0.003 0.001 0.001
H -3.607 1.745 -5.242 -0.002 -0.005 -0.006
H 0.937 0.669 -4.170 0.017 0.001 -0.004
H -2.660 -4.399 2.363 0.001 0.001 -0.004
H 1.313 2.585 -5.657 0.001 -0.001 0.000
H 3.424 4.614 -2.532 0.000 0.000 0.000
H 5.143 2.142 3.632 0.000 0.001 -0.003
H -5.050 -3.772 2.483 -0.002 0.004 -0.003
H 0.816 -2.495 -0.749 0.007 0.008 0.000
H -3.364 3.374 4.802 0.004 0.005 0.001
H -0.553 -2.024 -4.365 0.027 0.027 0.018
H 3.603 -2.774 -4.814 -0.002 -0.004 -0.002
H 6.537 -0.080 -0.459 0.002 0.012 0.001



No. 2
41
Properties=species:S:1:pos:R:3:forces:R:3 method="wB97M-V/def2-TZVPD" e_above_lowest_ev=5.418 e_lumo_ev=-5.54 homo_lumo_gap_ev=1.58
S -24.588 -0.545 16.180 -0.105 0.208 -1.686
Al -25.115 0.799 20.854 -0.057 -0.057 -0.287
O -29.954 5.399 19.884 0.688 -0.823 -0.744
O -24.500 0.804 16.790 0.012 1.109 0.488
O -23.412 -0.857 15.391 -0.741 -0.107 0.363
O -28.239 3.846 19.920 -2.106 1.833 -1.864
O -25.871 -0.582 15.459 0.722 -0.106 0.157
O -29.073 4.767 17.902 -1.461 0.400 4.139
O -24.674 -1.302 17.433 0.049 -0.941 1.155
O -18.163 0.831 21.099 0.174 0.549 -1.379
O -27.867 0.367 24.857 -1.498 -0.463 1.080
O -18.621 1.036 19.005 -0.313 0.234 -0.270
O -20.438 0.707 20.357 3.715 0.785 -0.111
C -29.029 4.588 19.306 1.379 -0.788 0.198
C -19.440 1.416 17.875 -0.215 0.773 0.112
C -30.121 5.395 21.340 0.476 0.288 -0.679
C -28.800 -0.091 25.847 0.866 3.157 -2.920
C -19.209 0.873 20.164 -1.908 -1.164 2.481
C -29.270 1.120 26.688 -0.955 0.044 0.115
C -18.203 0.658 22.524 -2.013 -0.708 -0.107
C -28.242 -1.145 26.602 1.745 -2.928 2.266
C -28.237 4.028 17.089 1.600 -0.317 -1.462
H -20.291 0.774 17.647 0.617 -0.690 0.019
H -19.103 0.060 22.666 -0.166 0.246 0.759
H -28.326 2.942 17.081 -0.472 0.032 0.452
H -29.487 1.977 26.049 0.648 0.109 0.035
H -30.810 6.216 21.540 -0.132 -0.267 -0.208
H -28.448 4.396 16.085 -0.163 -0.188 -0.012
H -19.934 2.370 18.060 0.300 0.241 0.312
H -30.249 0.931 27.127 -0.149 -0.501 0.098
H -28.897 -1.476 27.408 -0.071 -0.075 0.120
H -28.635 1.330 27.549 0.433 0.219 -0.406
H -29.183 5.664 21.826 0.078 -0.376 -0.076
H -29.697 -0.459 25.348 -0.473 0.094 -0.574
H -27.183 4.262 17.238 0.086 0.017 0.392
H -27.278 -0.883 27.037 -0.028 0.402 0.266
H -18.210 1.578 23.108 -0.415 0.343 -0.573
H -18.710 1.573 17.081 -0.380 -0.408 -0.080
H -27.974 -2.023 26.014 -0.377 -0.045 -0.303
H -30.517 4.443 21.694 0.150 0.075 -0.115
H -17.392 0.092 22.982 0.460 -0.206 -1.152



No. 3
33
Properties=species:S:1:pos:R:3:forces:R:3 method="wB97M-V/def2-TZVPD" e_above_lowest_ev=1.352 e_lumo_ev=0.92 homo_lumo_gap_ev=9.68
C 0.372 -2.133 -3.263 -1.010 0.943 -2.317
C 0.431 0.594 2.447 -2.404 -0.572 0.762
C -0.756 -2.431 -2.272 2.184 -0.833 -0.647
C -3.461 -0.617 -0.520 -0.635 -0.852 0.105
C -3.112 0.713 -0.508 1.934 0.271 -0.248
C 0.495 -0.231 1.327 1.928 1.042 -0.247
C 2.548 1.527 2.157 1.227 -0.972 0.075
C -2.727 -1.570 -1.274 -0.802 2.186 0.835
C 1.416 1.446 2.938 0.155 0.043 -1.744
C 1.721 -0.172 0.645 0.813 -0.186 -0.346
C 3.624 2.526 2.401 1.031 0.067 -0.724
C -0.997 0.072 -1.566 -1.178 0.147 -0.883
C 2.777 0.602 1.114 -2.296 1.163 0.779
C -1.886 1.043 -1.098 1.353 -0.144 0.180
C -1.470 -1.214 -1.764 -0.603 -1.772 1.156
H -0.347 -0.764 0.910 -0.081 -0.020 0.321
H 1.394 -2.177 -2.934 0.236 -0.012 0.368
H -1.486 -3.088 -2.724 -0.266 -0.007 -0.343
H 0.282 -2.645 -4.230 0.196 -1.155 0.575
H 0.180 -1.178 -3.775 0.349 0.561 0.889
H 3.653 3.261 1.584 -0.180 -0.009 0.245
H -0.259 -3.133 -1.548 -0.799 1.091 0.258
H -4.288 -0.881 0.150 -0.005 -0.319 -0.788
H 1.957 -0.623 -0.319 -0.634 -0.502 0.246
H -0.567 0.583 2.897 0.373 0.178 0.350
H -0.034 0.383 -1.933 0.271 -0.051 0.062
H 3.649 0.746 0.541 1.015 -0.214 -0.649
H 1.321 2.222 3.682 -0.592 -0.337 0.412
H 3.581 3.058 3.340 -0.166 0.047 0.296
H 4.597 2.014 2.317 -0.187 0.235 0.293
H -3.604 1.473 0.070 -0.521 0.015 0.031
H -3.163 -2.518 -1.533 0.076 -0.412 0.426
H -1.398 2.012 -1.085 -0.781 0.381 0.270



Listing energy for the structures above in their given order: -3811.50734, -1822.18218, -582.31607 a.u..